{"formula": "C22H23N2O3", "method": "wB97M-V/def2-TZVPD", "species": ["C", "C", "O", "C", "O", "C", "C", "O", "N", "C", "C", "C", "C", "C", "C", "C", "C", "N", "C", "C", "C", "C", "C", "C", "C", "C", "C", "H", "H", "H", "H", "H", "H", "H", "H", "H", "H", "H", "H", "H", "H", "H", "H", "H", "H", "H", "H", "H", "H", "H"], "xyz": [[-1.1166, -0.2235, 3.9738], [-0.2305, 0.7097, 3.1493], [-0.3207, 0.3764, 1.7473], [0.1850, -0.8337, 1.3408], [0.8531, -1.6086, 2.0033], [-0.1566, -1.4063, -0.0214], [0.8890, -0.9031, -1.0009], [0.5246, -0.3186, -2.0147], [2.1902, -1.3748, -0.8717], [3.1970, -1.1918, -1.9118], [3.6207, 0.2613, -2.1941], [3.9684, 0.9992, -0.9182], [3.0211, 1.8519, -0.3478], [3.3550, 2.5574, 0.8207], [4.6089, 2.3747, 1.3915], [5.5391, 1.5086, 0.8327], [5.2113, 0.8440, -0.3310], [-1.6298, -1.2314, -0.3251], [-2.4373, -2.3067, -0.1574], [-3.7854, -2.2563, -0.4570], [-4.3753, -1.0864, -0.9476], [-5.7110, -0.9909, -1.3215], [-6.2667, 0.2406, -1.7664], [-5.4506, 1.4001, -1.8105], [-4.0878, 1.2728, -1.5214], [-3.5241, 0.0405, -1.0582], [-2.1428, -0.0688, -0.7407], [-1.0449, 0.0790, 5.0313], [-0.7859, -1.2732, 3.8988], [-2.1477, -0.1633, 3.6610], [0.7810, 0.6039, 3.5201], [-0.6018, 1.7401, 3.2891], [-0.0006, -2.4588, 0.0472], [2.4784, -1.7121, 0.0281], [2.8721, -1.6593, -2.8514], [4.1134, -1.7625, -1.6617], [4.4534, 0.1926, -2.8643], [2.8363, 0.8172, -2.6985], [2.0499, 1.9349, -0.8030], [2.6408, 3.2152, 1.3239], [4.8233, 2.9286, 2.2802], [6.5337, 1.4099, 1.2479], [5.9313, 0.1292, -0.7429], [-2.0227, -3.2793, 0.1716], [-4.4674, -3.0953, -0.2894], [-6.3308, -1.8846, -1.3552], [-7.3055, 0.2939, -2.0932], [-5.8108, 2.3636, -2.1756], [-3.4515, 2.1345, -1.6608], [-1.4725, 0.8097, -0.8451]], "lowdin_charge": [-0.064, -0.188, 0.002, -0.393, 0.131, -0.051, -0.391, 0.085, 0.102, -0.154, -0.132, -0.242, -0.042, -0.075, -0.092, -0.074, -0.051, 0.032, 0.003, 0.039, -0.177, 0.004, -0.002, -0.031, 0.010, -0.100, 0.089, 0.095, 0.080, 0.073, 0.123, 0.135, 0.153, 0.137, 0.128, 0.133, 0.112, 0.107, 0.101, 0.105, 0.096, 0.108, 0.122, 0.159, 0.140, 0.125, 0.120, 0.120, 0.119, 0.170], "smiles": "CCOC(=O)[C@H](C(=O)NCCc1ccccc1)[n+]1ccc2ccccc2c1", "charge": 1}

***

{"formula": "C5H8Cl4S", "method": "wB97M-V/def2-TZVPD", "species": ["C", "C", "C", "C", "Cl", "Cl", "C", "S", "Cl", "Cl", "H", "H", "H", "H", "H", "H", "H", "H"], "xyz": [[1.0748, -1.5064, 2.1583], [1.0462, -0.2853, 1.2352], [-0.0667, -0.4238, 0.1718], [-0.0349, 0.7011, -0.8412], [1.5024, 0.8738, -1.7795], [-0.2388, 2.2228, 0.0243], [-1.1874, 0.6188, -1.9236], [-1.2751, 2.2014, -2.8966], [-0.7723, -0.6813, -3.0569], [-2.7726, 0.3017, -1.1861], [1.0712, -2.3642, 1.5794], [0.1105, -1.6555, 2.8659], [1.7523, -1.3822, 2.9686], [0.9554, 0.7271, 1.6824], [1.9286, -0.2241, 0.6680], [-1.1043, -0.3236, 0.5356], [0.0978, -1.5353, -0.2765], [-2.0872, 2.7351, -1.9289]], "lowdin_charge": [-0.101, -0.290, -0.317, -1.274, 0.602, 0.667, -1.585, 0.639, 0.576, 0.612, 0.035, 0.124, 0.051, 0.084, 0.062, 0.072, 0.169, -0.127], "smiles": "CCCC(Cl)(Cl)C(S)(Cl)Cl", "charge": 0}

***

{"formula": "C22H56N2O11P", "method": "wB97M-V/def2-TZVPD", "species": ["N", "P", "O", "C", "C", "N", "C", "C", "C", "C", "O", "O", "H", "H", "H", "H", "H", "H", "H", "H", "C", "C", "O", "H", "H", "H", "H", "H", "H", "C", "C", "O", "H", "H", "H", "H", "H", "H", "C", "C", "O", "H", "H", "H", "H", "H", "H", "C", "C", "O", "H", "H", "H", "H", "H", "H", "C", "C", "O", "H", "H", "H", "H", "H", "H", "C", "C", "O", "H", "H", "H", "H", "H", "H", "C", "C", "O", "H", "H", "H", "H", "H", "H", "C", "C", "O", "H", "H", "H", "H", "H", "H"], "xyz": [[1.3849, -2.4297, -1.3290], [-0.2471, -1.8773, -1.9112], [-0.8030, -3.0431, -3.1008], [0.1411, -0.1734, -2.7402], [0.5078, -0.0683, -4.3589], [0.8528, 1.3064, -4.9525], [0.8390, 2.5934, -4.1047], [0.4642, 2.6016, -2.4795], [0.1177, 1.1544, -1.7234], [-0.2115, 1.0814, -0.1165], [-1.1670, 1.9218, 0.3658], [0.4565, 0.2255, 0.8768], [1.7579, -1.5562, -0.8483], [1.9514, -2.4575, -2.2284], [-0.2020, -3.8498, -2.9520], [0.4996, -1.0703, -4.9647], [1.1018, 1.3110, -5.9862], [1.1251, 3.6091, -4.6609], [0.4466, 3.5984, -1.8471], [1.4225, 0.0677, 0.6609], [1.9527, -5.8757, 1.6495], [1.0000, -4.8637, 2.2514], [1.4754, -3.5474, 2.0116], [2.9539, -5.7642, 2.0785], [1.6027, -6.8960, 1.8297], [2.0500, -5.7217, 0.5699], [0.9226, -5.0070, 3.3333], [-0.0003, -4.9602, 1.8182], [1.5325, -3.4273, 1.0481], [-1.3328, -2.1964, 3.9957], [-2.3438, -2.5731, 2.9326], [-2.8161, -3.8930, 3.1583], [-0.4887, -2.8936, 3.9882], [-0.9554, -1.1829, 3.8333], [-1.7813, -2.2501, 4.9931], [-1.8857, -2.5394, 1.9396], [-3.1973, -1.8882, 2.9422], [-3.2286, -3.9102, 4.0389], [4.0256, 4.0524, -1.8215], [4.3420, 3.6363, -3.2430], [4.0997, 4.7180, -4.1305], [2.9807, 4.3685, -1.7366], [4.2029, 3.2279, -1.1252], [4.6419, 4.9062, -1.5215], [3.7088, 2.7973, -3.5464], [5.3885, 3.3311, -3.3390], [4.6729, 5.4549, -3.8578], [7.4063, 6.2840, -0.3610], [7.7228, 5.8678, -1.7825], [7.4804, 6.9495, -2.6700], [6.3615, 6.6001, -0.2761], [7.5836, 5.4595, 0.3353], [8.0227, 7.1377, -0.0609], [7.0895, 5.0288, -2.0858], [8.7693, 5.5626, -1.8785], [8.0536, 7.6864, -2.3973], [-4.6225, -2.2752, -1.7698], [-4.5765, -3.7535, -2.0965], [-3.7025, -3.9811, -3.1922], [-4.9645, -1.7001, -2.6364], [-5.2957, -2.0823, -0.9298], [-3.6247, -1.9036, -1.5146], [-5.5713, -4.1158, -2.3721], [-4.2231, -4.3342, -1.2389], [-2.8201, -3.6638, -2.9342], [-1.7866, -8.1960, 4.7845], [-2.7394, -7.1841, 5.3864], [-2.2639, -5.8677, 5.1466], [-0.7855, -8.0846, 5.2135], [-2.1366, -9.2164, 4.9647], [-1.6894, -8.0421, 3.7049], [-2.8168, -7.3274, 6.4683], [-3.7397, -7.2805, 4.9531], [-2.2069, -5.7477, 4.1831], [-5.1824, 1.8976, 2.3363], [-5.1364, 0.4193, 2.0096], [-4.2625, 0.1917, 0.9139], [-5.5244, 2.4727, 1.4697], [-5.8556, 2.0905, 3.1764], [-4.1846, 2.2692, 2.5915], [-6.1313, 0.0570, 1.7340], [-4.7830, -0.1614, 2.8672], [-3.3800, 0.5090, 1.1719], [-1.1830, 7.3022, -0.6831], [-1.1369, 5.8239, -1.0098], [-0.2630, 5.5963, -2.1056], [-1.5249, 7.8773, -1.5497], [-1.8562, 7.4951, 0.1569], [-0.1851, 7.6738, -0.4279], [-2.1318, 5.4616, -1.2854], [-0.7835, 5.2432, -0.1522], [0.6194, 5.9136, -1.8475]], "lowdin_charge": [-0.193, 0.910, -0.348, -0.214, 0.053, 0.026, 0.074, 0.104, 0.009, -0.252, 0.013, 0.020, 0.033, 0.055, 0.095, 0.138, 0.166, 0.159, 0.101, 0.124, -0.089, -0.331, -0.108, 0.080, 0.077, 0.068, 0.116, 0.108, 0.042, -0.074, -0.309, -0.101, 0.064, 0.073, 0.082, 0.106, 0.092, 0.085, -0.081, -0.330, -0.086, 0.054, 0.080, 0.066, 0.088, 0.111, 0.093, -0.095, -0.331, -0.091, 0.071, 0.077, 0.078, 0.091, 0.113, 0.093, -0.093, -0.320, -0.100, 0.080, 0.074, 0.048, 0.116, 0.109, 0.028, -0.095, -0.320, -0.106, 0.076, 0.075, 0.071, 0.115, 0.111, 0.058, -0.090, -0.325, -0.103, 0.078, 0.077, 0.072, 0.117, 0.095, 0.064, -0.083, -0.320, -0.126, 0.084, 0.083, 0.077, 0.122, 0.107, 0.088], "charge": 1}

***

{"formula": "C15H37BBrN18O9P", "method": "wB97M-V/def2-TZVPD", "species": ["N", "B", "O", "C", "N", "C", "C", "Br", "C", "C", "C", "C", "N", "C", "P", "N", "O", "H", "H", "H", "H", "H", "H", "H", "H", "H", "N", "C", "N", "O", "H", "H", "H", "H", "N", "C", "N", "O", "H", "H", "H", "H", "N", "C", "N", "O", "H", "H", "H", "H", "N", "C", "N", "O", "H", "H", "H", "H", "N", "C", "N", "O", "H", "H", "H", "H", "N", "C", "N", "O", "H", "H", "H", "H", "N", "C", "N", "O", "H", "H", "H", "H"], "xyz": [[0.5174, 3.7618, -2.0955], [1.6589, 2.7805, -2.0260], [2.9437, 3.2559, -2.4671], [1.3675, 1.2795, -1.4091], [0.2668, 1.2412, -0.4848], [-0.0018, -0.0829, -0.0033], [-1.2109, -0.2521, 1.0047], [-2.2140, 1.4179, 1.4916], [-1.6550, -1.6284, 1.6003], [-0.8178, -2.8877, 1.1418], [0.3613, -2.7234, 0.1542], [0.8210, -1.3180, -0.4345], [1.9548, -1.3326, -1.3170], [2.1881, 0.0045, -1.7893], [3.6401, 0.1545, -3.0512], [4.9802, 1.0923, -2.3788], [4.3053, -1.4502, -3.2219], [-0.3880, 3.2717, -1.9569], [0.5066, 4.2610, -2.9978], [3.0250, 3.2204, -3.4543], [-2.5264, -1.6444, 2.3323], [-1.1293, -3.8989, 1.5824], [0.9114, -3.6891, -0.1623], [4.7124, 1.4557, -1.4532], [5.8684, 0.5713, -2.3673], [4.8528, -1.5556, -2.3969], [-3.2736, -0.5309, -1.9300], [-3.9464, -1.6806, -1.6921], [-5.1083, -1.8077, -2.3766], [-3.5360, -2.5383, -0.9188], [-3.5919, 0.1843, -2.5588], [-2.4020, -0.3988, -1.4375], [-5.6398, -2.6509, -2.2270], [-5.4605, -1.1167, -3.0142], [0.3446, 3.8304, 2.5934], [1.0699, 3.6669, 3.7252], [1.0733, 2.4050, 4.2169], [1.6743, 4.5849, 4.2617], [-0.1578, 3.0881, 2.1394], [0.3164, 4.7551, 2.1955], [1.6017, 2.2420, 5.0588], [0.5840, 1.6377, 3.7920], [7.7708, 3.3258, -5.2556], [6.4885, 3.5779, -5.6183], [5.5539, 2.9376, -4.8745], [6.1996, 4.3232, -6.5420], [8.0291, 2.7173, -4.5004], [8.4955, 3.7833, -5.7846], [4.5901, 3.0999, -5.1139], [5.7692, 2.3192, -4.1096], [-0.2006, -4.2008, -4.5219], [-0.8659, -4.2195, -3.3400], [-1.6382, -3.1308, -3.1066], [-0.7752, -5.1462, -2.5476], [-0.2609, -3.4505, -5.1858], [0.3848, -4.9932, -4.7317], [-2.1502, -3.1079, -2.2348], [-1.7256, -2.3602, -3.7439], [-0.4753, -7.2165, 4.0747], [-0.5404, -6.4630, 2.9510], [-1.0154, -7.1114, 1.8600], [-0.1973, -5.2888, 2.9235], [-0.7516, -8.1805, 4.1185], [-0.1270, -6.7695, 4.9075], [-1.0790, -6.5842, 1.0031], [-1.3019, -8.0735, 1.8619], [0.5062, 7.3437, 4.8880], [-0.1533, 7.3175, 6.0716], [-0.9226, 8.4096, 6.3165], [-0.0645, 6.3868, 6.8568], [0.4445, 8.1002, 4.2312], [1.0907, 6.5479, 4.6671], [-1.4293, 8.4280, 7.1866], [-1.0099, 9.1852, 5.6855], [-6.1479, -1.7484, 2.3845], [-6.0674, -3.1030, 2.3852], [-5.4904, -3.6349, 1.2813], [-6.4821, -3.7871, 3.3085], [-5.8130, -1.1684, 1.6362], [-6.5708, -1.3135, 3.1886], [-5.4112, -4.6381, 1.2434], [-5.1428, -3.0886, 0.5116]], "lowdin_charge": [0.137, -0.492, 0.028, -0.095, 0.083, -0.217, -0.523, 0.622, -0.045, -0.019, 0.028, -0.163, 0.083, -0.295, 0.883, -0.208, -0.348, 0.063, 0.079, 0.089, 0.098, 0.076, 0.114, 0.047, 0.043, 0.047, 0.183, -0.695, 0.171, -0.006, 0.106, 0.081, 0.114, 0.101, 0.159, -0.682, 0.161, 0.012, 0.002, 0.107, 0.111, 0.089, 0.145, -0.703, 0.153, 0.018, 0.092, 0.106, 0.091, 0.045, 0.148, -0.700, 0.164, 0.009, 0.092, 0.106, 0.056, 0.091, 0.152, -0.686, 0.160, 0.004, 0.096, 0.109, 0.108, 0.098, 0.153, -0.706, 0.136, 0.021, 0.090, 0.064, 0.102, 0.087, 0.148, -0.709, 0.161, 0.016, 0.089, 0.106, 0.109, 0.051], "smiles": "NB(O)c1nc2c(Br)cccc2nc1P(N)O.NC(N)=O.NC(N)=O.NC(N)=O.NC(N)=O.NC(N)=O.NC(N)=O.NC(N)=O", "charge": 0}

***

{"formula": "C22H20N2RhS2", "method": "wB97M-V/def2-TZVPD", "species": ["Rh", "C", "C", "C", "C", "C", "C", "C", "C", "S", "C", "N", "C", "C", "C", "C", "C", "C", "C", "C", "H", "H", "H", "H", "H", "H", "H", "H", "H", "H", "H", "H", "H", "H", "H", "H", "S", "C", "C", "C", "C", "C", "N", "H", "H", "H", "H"], "xyz": [[-1.2297, 0.0372, -1.1941], [4.0599, -1.0949, 0.2716], [4.1002, -0.2568, 1.5490], [4.4148, -1.1863, 2.7301], [5.2133, 0.7913, 1.4078], [2.7742, 0.4521, 1.8116], [2.6471, 1.2676, 2.9566], [1.4843, 1.9319, 3.2742], [0.3972, 1.7871, 2.4161], [-1.1972, 2.4715, 2.5264], [-1.6367, 1.6597, 1.0879], [-0.6742, 0.9506, 0.5435], [0.5021, 0.9937, 1.2769], [1.6849, 0.3212, 0.9714], [-2.9239, 1.6611, 0.3997], [-4.0442, 2.3762, 0.7975], [-5.2065, 2.2915, 0.0448], [-5.2403, 1.4987, -1.0928], [-4.1185, 0.7770, -1.4985], [-2.9563, 0.8667, -0.7580], [5.0260, -1.5796, 0.1291], [3.8687, -0.4802, -0.6107], [3.3036, -1.8809, 0.3251], [5.3612, -1.7000, 2.5547], [3.6350, -1.9400, 2.8526], [4.5049, -0.6368, 3.6673], [6.1665, 0.2952, 1.2194], [5.3252, 1.3910, 2.3113], [5.0103, 1.4674, 0.5753], [3.4949, 1.3781, 3.6189], [1.4219, 2.5469, 4.1615], [1.7266, -0.3008, 0.0873], [-4.0113, 2.9951, 1.6861], [-6.0869, 2.8408, 0.3477], [-6.1503, 1.4314, -1.6742], [-4.1742, 0.1562, -2.3818], [-1.7186, -2.0022, -0.4273], [-2.1281, -2.2642, -2.1173], [-2.5938, -3.3874, -2.7728], [-2.8172, -3.2797, -4.1369], [-2.5768, -2.0807, -4.7978], [-2.1164, -1.0003, -4.0717], [-1.9043, -1.1024, -2.7580], [-2.7731, -4.3055, -2.2323], [-3.1820, -4.1347, -4.6905], [-2.7446, -1.9843, -5.8601], [-1.9173, -0.0394, -4.5267]], "lowdin_charge": [0.854, -0.066, -0.561, -0.038, -0.038, -0.152, -0.012, -0.052, -0.440, 1.183, -0.518, -0.068, -0.273, 0.042, -0.231, -0.021, -0.054, -0.053, -0.074, -0.194, 0.091, 0.088, 0.088, 0.091, 0.094, 0.081, 0.091, 0.080, 0.093, 0.117, 0.119, 0.100, 0.115, 0.115, 0.115, 0.096, 0.748, -0.685, -0.049, -0.029, -0.039, -0.099, -0.140, 0.121, 0.123, 0.116, 0.126], "charge": 1}

***

{"formula": "C5H9NO2", "method": "wB97M-V/def2-TZVPD", "species": ["C", "C", "C", "C", "C", "N", "O", "O", "H", "H", "H", "H", "H", "H", "H", "H", "H"], "xyz": [[-2.1322, -1.5530, -0.3847], [-1.8584, -0.2606, -0.1689], [-0.5415, 0.2578, -0.0540], [-0.4737, 1.7230, 0.2152], [1.7957, -0.1772, 0.3150], [0.4280, -0.5383, 0.0096], [2.5224, -1.3672, 0.3833], [2.2770, 0.6883, -0.6143], [-3.0594, -2.0932, -0.3919], [-1.3123, -2.2647, -0.8577], [-2.5775, 0.5297, 0.0255], [-1.1263, 2.1623, -0.6367], [-0.9548, 1.9556, 1.1705], [0.4683, 2.0577, 0.1728], [1.7378, 0.5962, 1.5298], [1.6699, -1.9371, 0.2263], [3.1368, 0.2209, -0.9399]], "lowdin_charge": [0.044, -0.143, -0.399, -0.016, -0.586, 0.115, -0.020, -0.009, 0.043, 0.107, 0.103, 0.131, 0.101, 0.011, 0.215, 0.140, 0.162], "charge": 0}

***

For reference, electronic energy by record: -32304.12822 -66238.87214 -58496.01642 -141416.93644 -50793.00552 -10912.84286 eV.